{"formula": "C15H13NO5", "method": "wB97M-V/def2-TZVPD", "symbols": ["C", "O", "C", "O", "C", "C", "C", "C", "O", "N", "C", "C", "C", "C", "C", "C", "C", "O", "C", "O", "C", "H", "H", "H", "H", "H", "H", "H", "H", "H", "H", "H", "H", "H"], "positions_angstrom": [[-5.261, -2.054, -0.908], [-4.363, -0.954, -0.880], [-3.344, -1.006, -0.009], [-3.146, -1.928, 0.748], [-2.495, 0.196, -0.078], [-2.737, 1.276, -0.967], [-1.911, 2.347, -0.961], [-0.773, 2.445, -0.082], [0.009, 3.376, -0.037], [-0.605, 1.344, 0.782], [0.538, 1.362, 1.687], [1.654, 0.505, 1.146], [1.885, -0.763, 1.655], [2.890, -1.584, 1.150], [3.642, -1.086, 0.115], [3.409, 0.190, -0.408], [2.423, 1.003, 0.088], [4.295, 0.431, -1.422], [5.100, -0.724, -1.519], [4.680, -1.669, -0.558], [-1.418, 0.285, 0.764], [-5.264, -2.467, -1.917], [-6.257, -1.691, -0.653], [-4.943, -2.812, -0.191], [-3.581, 1.222, -1.636], [-2.061, 3.185, -1.624], [0.862, 2.405, 1.752], [0.217, 1.009, 2.669], [1.282, -1.129, 2.472], [3.073, -2.567, 1.550], [2.245, 1.987, -0.314], [5.006, -1.156, -2.527], [6.153, -0.456, -1.336], [-1.202, -0.522, 1.451]], "orbital_gap_ev": 8.740, "de_lowest_kj_mol": 0.00, "energy_ev": -27493.42369, "homo_energy_ev": -8.30, "smiles": "COC(=O)c1ccc(=O)n(Cc2ccc3c(c2)OCO3)c1", "lumo_ev": 0.44}

=====

{"formula": "C15H13NO5S", "method": "wB97M-V/def2-TZVPD", "symbols": ["O", "C", "O", "C", "O", "C", "C", "C", "C", "C", "C", "C", "N", "S", "O", "O", "C", "C", "C", "C", "C", "C", "H", "H", "H", "H", "H", "H", "H", "H", "H", "H", "H", "H", "H"], "positions_angstrom": [[-2.284, 3.739, 3.669], [-1.258, 3.181, 3.264], [-0.101, 3.118, 3.953], [0.794, 2.651, 3.111], [1.984, 2.520, 3.361], [0.266, 2.225, 1.765], [0.256, 0.686, 1.517], [-1.038, 0.257, 2.280], [-1.913, 1.255, 1.478], [-1.208, 2.614, 1.794], [-1.626, 0.888, -0.018], [-0.107, 0.525, 0.008], [-1.122, -0.444, -0.384], [-1.169, -0.819, -2.086], [-2.433, -1.525, -2.397], [-1.006, 0.426, -2.850], [0.259, -1.918, -2.392], [0.579, -2.930, -1.494], [1.726, -3.670, -1.609], [2.635, -3.468, -2.652], [2.330, -2.479, -3.602], [1.167, -1.728, -3.464], [0.811, 2.720, 0.979], [1.185, 0.125, 1.778], [-1.275, -0.804, 2.117], [-1.007, 0.411, 3.362], [-2.969, 1.213, 1.726], [-1.485, 3.375, 1.066], [-1.934, 1.638, -0.766], [0.554, 1.020, -0.733], [-0.120, -3.186, -0.681], [1.990, -4.416, -0.880], [3.542, -4.050, -2.628], [3.017, -2.232, -4.418], [0.958, -0.917, -4.175]], "orbital_gap_ev": 10.162, "de_lowest_kj_mol": 111.80, "energy_ev": -38326.34998, "homo_energy_ev": -10.09, "smiles": "O=C1OC(=O)[C@H]2[C@H]3C[C@@H]([C@@H]12)[C@H]1[C@@H]3N1S(=O)(=O)c1ccccc1", "lumo_ev": 0.07}

=====

{"formula": "C15H14CaN2O6", "method": "wB97M-V/def2-TZVPD", "symbols": ["O", "C", "Ca", "O", "C", "C", "O", "C", "O", "C", "O", "C", "C", "N", "C", "C", "C", "O", "C", "C", "C", "C", "N", "C", "H", "H", "H", "H", "H", "H", "H", "H", "H", "H", "H", "H", "H", "H"], "positions_angstrom": [[-0.598, -0.148, -9.460], [-0.460, -0.072, -8.326], [-0.028, -0.311, -3.351], [1.814, -3.140, -4.760], [1.180, -2.209, -4.506], [-1.809, 1.610, -4.408], [-2.570, 2.443, -4.626], [-2.120, -1.654, -4.716], [-3.064, -2.238, -4.972], [1.565, 1.402, -4.413], [2.393, 2.166, -4.641], [3.164, 0.970, 3.463], [1.688, 1.039, 3.775], [0.829, 0.400, 2.827], [0.334, -0.948, 3.261], [-0.689, -0.881, 4.374], [0.740, 0.895, 1.577], [1.462, 1.798, 1.159], [-0.363, 0.255, 0.782], [-1.693, -0.026, 1.202], [-2.681, -0.450, 0.284], [-2.268, -0.453, -1.072], [-1.019, -0.058, -1.381], [-0.011, 0.274, -0.552], [3.530, -0.051, 3.364], [3.733, 1.448, 4.258], [3.378, 1.492, 2.532], [1.447, 0.575, 4.730], [1.425, 2.089, 3.770], [-0.089, -1.461, 2.399], [1.210, -1.543, 3.570], [-1.509, -0.199, 4.140], [-1.097, -1.882, 4.539], [-0.220, -0.548, 5.298], [-1.962, 0.161, 2.237], [-3.735, -0.701, 0.535], [-2.878, -0.716, -1.964], [0.970, 0.669, -0.930]], "orbital_gap_ev": 6.276, "charge": 2, "energy_ev": -49470.05926, "homo_energy_ev": -14.34, "lumo_ev": -8.06}